Record 1
Here is 7 unconnected molecules or ions with the total composition C23H50Br2F3N3O6S6 in a non-equilibrium geometry from OMol25. Energies are from ωB97M-V/def2-TZVPD.

Positions of all 93 atoms, in Å:
Br1 3.3477 -2.9685 -2.2128
Br2 3.2752 1.5018 -1.2046
S1 5.2707 -3.3573 7.7317
S2 3.3275 -4.3431 2.9791
S3 -5.0631 1.9008 -0.4432
S4 0.6871 0.5036 5.3299
S5 -1.0864 -0.9061 1.5255
S6 -3.3737 -0.0466 -8.1318
F1 3.6040 -0.2193 -3.2023
F2 1.8982 -1.5326 -0.4429
F3 4.0258 -1.1424 -0.3805
O1 -0.4541 0.1791 4.4268
O2 4.0134 -5.4515 3.6971
O3 -1.3117 -1.3634 0.1193
O4 5.2490 -1.9568 7.2253
O5 -5.3101 1.4886 -1.8490
O6 -4.3859 0.5115 -7.1979
N1 -0.1248 1.1708 -5.8244
N2 0.6879 2.8140 -3.0470
N3 -1.4682 3.2743 -0.5678
C1 2.9798 -1.3350 -1.1976
C2 2.1274 -0.2944 4.6211
C3 -2.5093 2.5168 -3.8199
C4 -2.2548 1.2860 -8.5645
C5 0.2642 0.5999 -1.8114
C6 3.1872 -2.9899 4.1466
C7 1.3150 -0.1203 -2.6643
C8 -1.9487 0.6498 1.7047
C9 4.5579 -3.5572 1.9358
C10 -0.9440 2.6675 -1.3930
C11 -2.1849 -1.8783 2.5575
C12 -0.2963 1.9051 -2.4739
C13 -6.1734 0.9376 0.5915
C14 2.7460 -0.1151 -2.1402
C15 -1.3571 1.5321 -3.5503
C16 -5.8950 3.4750 -0.2075
C17 -4.1540 -0.1622 -9.7480
C18 -1.9566 5.0307 -3.4778
C19 6.3982 -3.3890 9.1297
C20 6.3157 -4.3006 6.6173
C21 0.5439 -0.5834 6.7508
C22 -0.6706 1.2731 -4.8157
C23 -2.1336 3.8624 -4.4552
H1 -4.6038 0.7974 -10.0026
H2 2.4828 -3.2852 4.9219
H3 4.1407 -2.6476 1.5059
H4 0.6117 0.7809 -0.7992
H5 2.9700 -0.2015 5.3064
H6 -0.5801 -0.0732 -1.6967
H7 7.3488 -2.9426 8.8388
H8 4.1623 -2.7920 4.5935
H9 -2.9760 0.5400 1.3564
H10 2.8186 -2.1036 3.6302
H11 5.4482 -3.3315 2.5233
H12 2.3562 0.2082 3.6834
H13 0.4367 -1.6130 6.4101
H14 7.2755 -3.7954 6.5081
H15 1.2433 3.2672 -2.3370
H16 -0.3398 -0.2828 7.3092
H17 -2.9471 4.1224 -5.1316
H18 4.8072 -4.2546 1.1388
H19 1.0341 -1.1710 -2.7055
H20 -1.6862 1.5476 -7.6763
H21 5.9468 -2.8092 9.9317
H22 -2.1396 -1.4915 3.5741
H23 -5.3767 4.2134 -0.8153
H24 -1.8151 0.5881 -3.2554
H25 1.8944 -1.3424 4.4346
H26 -4.9242 -0.9282 -9.6896
H27 -3.1668 2.0012 -4.5193
H28 -2.7221 5.0077 -2.7070
H29 -1.5712 0.9411 -9.3406
H30 1.3426 0.2426 -3.6862
H31 -1.4375 1.3928 1.0984
H32 -6.9326 3.3885 -0.5302
H33 6.4502 -5.3061 7.0153
H34 -1.2372 3.7704 -5.0649
H35 -5.8475 -0.0996 0.5445
H36 -3.1007 2.6450 -2.9175
H37 -1.8381 -2.9095 2.5325
H38 -1.9197 0.9475 2.7505
H39 1.2824 2.3648 -3.7291
H40 -3.4075 -0.4470 -10.4892
H41 -2.0238 5.9675 -4.0249
H42 5.8091 -4.3623 5.6553
H43 -2.8244 2.1484 -8.9126
H44 -6.1130 1.2976 1.6189
H45 1.4292 -0.4752 7.3770
H46 -5.8382 3.7605 0.8429
H47 6.5386 -4.4195 9.4553
H48 -3.1967 -1.8181 2.1558
H49 -0.9824 4.9771 -3.0009
H50 -7.1913 1.0233 0.2115

Properties
LUMO energy = 0.20 eV
gap between HOMO and LUMO = 0.3239 Ha

---

Record 2
Here is a molecular structure, C23H50ErNO6P2Si in a non-equilibrium geometry from OMol25. Energies are from ωB97M-V/def2-TZVPD.

Positions of all 84 atoms, in Å:
Er1 0.6586 1.7532 -0.8887
P1 -2.0390 1.9417 -0.3385
P2 3.4105 1.8543 0.8462
Si1 -0.4860 -1.5878 -0.4376
O1 -0.1917 3.1032 -2.3585
O2 -1.3170 -1.6203 0.9909
O3 2.7837 2.5551 -2.8690
O4 -1.5513 -1.4791 -1.6973
O5 0.3663 -2.9901 -0.5311
O6 0.4903 -0.2873 -0.5415
N1 0.5867 3.2177 0.9634
C1 2.6375 -2.4270 -1.1679
C2 1.3993 3.4774 2.0241
C3 -2.4990 -3.7583 -1.5299
C4 1.0863 4.4213 2.9747
C5 -0.8510 5.0386 1.7141
C6 2.6654 2.7053 2.2466
C7 1.4682 -3.3658 -1.4125
C8 4.6969 2.8792 0.1451
C9 -1.4963 3.6445 -0.2002
C10 -0.5656 3.9902 0.8436
C11 0.3400 -2.8206 2.3560
C12 -1.9711 -2.3705 3.1610
C13 0.9849 -3.3171 -2.8576
C14 -0.8051 -1.8187 2.3514
C15 -3.9025 -1.7237 -1.1534
C16 -0.0452 5.2427 2.8162
C17 -2.9761 -2.2008 -3.4288
C18 -3.2812 2.0859 -1.7089
C19 4.0964 0.2825 1.3661
C20 -2.7323 -2.3074 -1.9320
C21 1.8373 -4.7838 -0.9922
C22 -3.0207 1.8757 1.1562
C23 -0.3739 -0.4600 2.8921
H1 -4.8066 -2.3063 -1.3671
H2 4.2078 -0.4588 0.5517
H3 -0.0550 -0.5741 3.9368
H4 0.6331 -3.0084 3.3990
H5 1.2294 -2.4441 1.8355
H6 2.6949 -5.1284 -1.5792
H7 0.0318 -3.7812 1.9238
H8 2.5835 2.0671 -3.6692
H9 -0.5768 3.8434 -1.7801
H10 -4.0308 2.2121 0.8894
H11 1.8352 -3.5199 -3.5211
H12 2.4293 -1.4217 -1.5399
H13 2.7855 3.4259 -3.1524
H14 4.2529 3.8100 -0.2139
H15 5.1002 0.5507 1.7531
H16 -2.1728 4.3967 -0.5711
H17 -1.6387 -4.1825 -2.0620
H18 -2.3533 -3.8518 -0.4450
H19 5.4068 3.0620 0.9593
H20 -3.7097 -1.7717 -0.0773
H21 1.7900 4.5538 3.8228
H22 -4.0914 -0.6810 -1.4355
H23 1.0069 -5.4784 -1.1700
H24 -2.8162 -1.6719 3.1789
H25 -2.9956 0.8563 1.5216
H26 3.4852 -0.1373 2.1879
H27 -2.3103 -3.3383 2.7701
H28 5.1576 2.3652 -0.6991
H29 -3.2762 1.1438 -2.2945
H30 0.0300 3.6101 -3.1302
H31 0.2252 -4.0908 -3.0295
H32 -2.1229 -2.5871 -3.9949
H33 -1.7565 5.6195 1.5036
H34 3.5240 -2.7999 -1.6922
H35 2.8850 -2.3678 -0.1023
H36 -3.3952 -4.3373 -1.8065
H37 -0.2811 6.0155 3.5417
H38 0.5685 -2.3317 -3.1101
H39 -3.1467 -1.1638 -3.7369
H40 3.4906 3.3779 2.5003
H41 -1.2106 0.2507 2.8578
H42 -3.8550 -2.7830 -3.7111
H43 2.1112 -4.8299 0.0697
H44 2.2575 2.0415 0.1036
H45 0.4674 -0.0563 2.3139
H46 2.5310 1.9099 2.9936
H47 -4.2683 2.2510 -1.2280
H48 -1.6480 -2.5255 4.1957
H49 -2.5769 2.5716 1.8780
H50 -3.0290 2.9445 -2.3706

Properties
expectation value of S² = 3.753
LUMO energy (alpha / beta) = -6.39 / -6.33 eV
gap between HOMO and LUMO (alpha / beta) = 0.2259 / 0.2287 Ha
multiplicity = 4
relative energy (zero: lowest compared OMol25 entry of this formula, charge and spin) = 62.5 kcal/mol
total charge = +2

---

Record 3
Here is a molecular structure, C23H50NO17P2S6 from OMol25. Energies are from ωB97M-V/def2-TZVPD.

Positions of all 99 atoms, in Å:
S1 5.9340 2.3932 -2.3454
S2 2.5346 -2.7305 5.3251
S3 -2.0327 -2.3086 -1.7456
S4 -4.1081 3.8218 -2.2620
S5 -3.2812 -1.4221 1.9129
S6 -6.7081 3.3283 -1.2555
P1 -6.1794 2.4743 0.7390
P2 0.8124 1.6688 -0.9769
O1 1.4645 3.1105 -1.1549
O2 5.0934 1.6764 -1.4221
O3 -3.9262 -0.4564 1.0652
O4 3.9391 -2.6133 5.6171
O5 -3.7712 4.5117 -3.4941
O6 -7.7428 2.3665 -1.6159
O7 -4.5916 2.1474 0.6291
O8 -0.7132 -2.3546 -1.1602
O9 -6.0409 3.8619 1.5972
O10 -2.8442 -1.1277 -1.6472
O11 0.5293 1.2806 0.4152
O12 -7.1287 4.6973 -1.0342
O13 -3.8673 4.5267 -1.0213
O14 1.8296 -1.6663 4.6587
O15 7.0100 3.2243 -1.8669
O16 1.8528 0.6804 -1.6954
O17 -3.7552 -2.7918 1.9385
N1 -5.5682 3.1710 -2.3747
C1 -1.8334 -1.1703 4.0852
C2 -1.7728 2.5376 -1.4326
C3 -3.2281 -0.8080 3.5961
C4 5.5423 3.1385 -4.8273
C5 -3.6741 -4.2031 -2.4947
C6 -1.9181 -2.7775 -3.4833
C7 2.5265 3.5008 -0.2599
C8 3.2022 -0.5451 -0.0393
C9 5.8887 1.6447 -4.9057
C10 2.2115 -4.2679 4.4423
C11 6.5792 1.2628 -3.5906
C12 2.1256 -0.6076 -1.1091
C13 4.9060 3.3475 -3.4580
C14 -2.6146 -4.1370 -3.6035
C15 0.6352 -4.2228 6.3450
C16 1.4166 -5.1543 5.4078
C17 2.4105 4.9936 -0.0228
C18 -1.5063 -1.4209 1.6440
C19 -2.9901 -3.7264 -1.2176
C20 -3.0320 2.3728 -2.2928
C21 -0.8860 -0.8434 2.9276
C22 1.6294 -3.1642 6.8093
C23 -0.5986 1.7614 -2.0593
H1 -0.8667 -2.8097 -3.7577
H2 0.2071 -4.7616 7.1890
H3 4.8951 4.3815 -3.1209
H4 6.5276 1.4215 -5.7591
H5 3.4704 3.2573 -0.7494
H6 2.4588 2.9367 0.6722
H7 3.9819 0.1381 -0.3798
H8 3.1666 -4.6978 4.1516
H9 1.2025 -1.0669 -0.7509
H10 4.8672 3.4405 -5.6264
H11 -1.5163 3.5869 -1.2855
H12 4.9707 1.0658 -5.0208
H13 -2.4262 -2.0014 -4.0527
H14 -1.8874 -4.9397 -3.4618
H15 -1.5714 -0.6207 4.9887
H16 -4.0379 -1.2665 4.1595
H17 2.1013 -5.7710 5.9935
H18 -0.1833 -3.7477 5.7997
H19 1.1698 -2.2639 7.2101
H20 2.4846 -1.2195 -1.9404
H21 -4.0739 -5.2090 -2.3738
H22 2.7976 -0.1886 0.9085
H23 -4.5055 -3.5372 -2.7347
H24 -3.6096 1.5254 -1.9322
H25 6.4519 3.7376 -4.9098
H26 -4.4187 1.2770 0.2466
H27 0.7546 -5.8257 4.8628
H28 3.9010 2.9260 -3.4076
H29 -1.2812 -0.8201 0.7684
H30 -0.2712 2.2935 -2.9599
H31 0.1059 -1.2531 3.0988
H32 -3.0542 -4.2632 -4.5921
H33 7.6564 1.4128 -3.6296
H34 1.6366 -4.0105 3.5546
H35 -5.5394 3.6724 2.4002
H36 -3.3692 0.2716 3.5418
H37 3.6283 -1.5408 0.1072
H38 -1.7908 -2.2398 4.3165
H39 -1.9808 2.1009 -0.4554
H40 3.0598 5.3113 0.7931
H41 -1.2016 -2.4511 1.4696
H42 2.6719 5.5349 -0.9353
H43 -2.7873 2.2023 -3.3426
H44 2.3486 -3.5684 7.5214
H45 1.3722 5.2462 0.1982
H46 -0.8867 0.7485 -2.3537
H47 -3.6769 -3.4154 -0.4323
H48 -0.7808 0.2386 2.8288
H49 -2.2895 -4.4664 -0.8305
H50 6.3581 0.2473 -3.2721

Properties
LUMO energy = 1.51 eV
gap between HOMO and LUMO = 0.2225 Ha
total charge = -1